Entry 1:
ORCA calculation (ωB97M-V/def2-TZVPD) on C10H44F6FeN17O18S2 as an isolated structure at a distorted geometry.

Output
- LUMO energy (alpha / beta): -5.42 / -8.52 eV
- Spin multiplicity: 5
- Highest occupied orbital energy (alpha / beta): -0.3918 / -0.3918 hartree
- Relative energy (zero: lowest compared OMol25 entry of this formula, charge and spin): 14.1182 eV
- DFT total energy: -145618.4103 eV
- Total charge: +1
- ⟨S²⟩: 6.0194
- Frontier orbital gap (alpha / beta): 5.24 / 2.14 eV

Last column: Löwdin spin population.
CARTESIAN COORDINATES (ANGSTROEM)
Fe (2.96764, 2.45475, -3.68357)  2.999
C (-2.62863, 2.77344, -1.33220)  0.009
F (-2.15755, 3.09544, -0.07106)  0.003
F (-3.97222, 2.66636, -1.18322)  0.003
F (-2.35439, 3.74153, -2.05718)  0.003
S (-1.96320, 1.07402, -1.82946)  0.011
O (-2.81782, 0.03964, -1.23325)  0.068
O (-1.84463, 1.04847, -3.29940)  0.023
N (-0.28215, 1.18148, -1.28273)  0.084
S (-0.32885, 0.69588, 0.15645)  -0.028
O (0.88158, 1.13618, 0.77986)  0.278
O (-1.57111, 0.82572, 0.97499)  0.553
C (-0.08033, -1.19283, -0.16035)  -0.007
F (0.95011, -1.36551, -0.94138)  -0.001
F (-0.09321, -1.96621, 0.98638)  -0.001
F (-1.15532, -1.71912, -0.76849)  -0.001
C (2.19467, 5.93631, 5.99242)  0.000
O (2.39982, 4.79947, 6.25943)  0.000
N (2.87234, 6.81237, 6.67755)  0.000
N (1.30416, 6.41744, 5.21230)  0.000
H (2.65589, 7.79881, 6.69183)  0.000
H (3.59485, 6.40056, 7.25068)  0.000
H (1.28567, 7.40912, 5.02171)  0.000
H (0.57859, 5.79864, 4.87950)  0.000
C (5.45128, 6.68252, -0.38809)  0.000
O (4.75526, 5.92683, -1.03524)  0.000
N (6.07391, 7.66872, -0.98765)  0.000
N (5.73285, 6.71223, 0.84670)  0.000
H (6.10568, 7.44316, -1.97163)  0.000
H (6.74594, 8.28997, -0.56043)  0.000
H (5.21245, 6.03136, 1.38121)  0.000
H (6.13703, 7.45971, 1.39260)  0.000
C (8.66671, 3.16322, 5.67093)  0.000
O (8.86800, 3.50213, 6.81085)  0.000
N (9.48549, 3.18427, 4.65856)  0.000
N (7.53378, 2.69996, 5.14565)  0.000
H (10.34684, 3.71064, 4.69196)  0.000
H (9.05540, 2.95184, 3.77477)  0.000
H (7.50959, 2.19341, 4.27220)  0.000
H (6.78106, 2.61167, 5.81327)  0.000
C (-7.17434, -4.42890, 1.26795)  0.000
O (-6.41685, -5.10343, 0.56366)  0.000
N (-7.86078, -4.93168, 2.29472)  0.000
N (-7.40444, -3.19971, 1.27520)  0.000
H (-8.54921, -4.34080, 2.73860)  0.000
H (-7.83054, -5.93350, 2.41938)  0.000
H (-6.79992, -2.68799, 0.64846)  0.000
H (-7.88585, -2.78693, 2.06132)  0.000
C (-5.44566, -5.61078, -5.65663)  0.000
O (-5.38165, -5.56697, -6.91173)  0.000
N (-6.55074, -5.48187, -4.98049)  0.000
N (-4.42968, -5.72323, -4.85583)  0.000
H (-7.44926, -5.21849, -5.35915)  0.000
H (-6.24127, -5.55251, -4.02167)  0.000
H (-4.60839, -5.76987, -3.86286)  0.000
H (-3.52299, -5.59454, -5.28180)  0.000
C (-1.94112, -8.63955, 6.83269)  0.000
O (-2.30036, -8.34292, 7.93457)  0.000
N (-1.81294, -9.81901, 6.30185)  0.000
N (-1.57332, -7.79725, 5.91620)  0.000
H (-2.00384, -10.63292, 6.86860)  0.000
H (-1.44481, -9.86517, 5.36246)  0.000
H (-1.69167, -8.02695, 4.93981)  0.000
H (-1.48960, -6.84806, 6.25108)  0.000
C (7.48261, -3.56031, 2.61942)  0.000
O (7.22599, -3.00517, 1.55556)  0.000
N (8.41723, -3.14501, 3.46649)  0.000
N (6.83958, -4.63862, 3.04238)  0.000
H (9.05178, -2.47885, 3.04973)  0.000
H (8.55168, -3.74074, 4.27093)  0.000
H (6.17246, -5.00160, 2.37657)  0.000
H (7.01040, -4.98675, 3.97497)  0.000
C (1.51644, -1.50342, -7.96397)  0.000
O (1.94886, -0.87221, -7.00904)  0.000
N (0.45350, -2.14650, -7.85925)  0.000
N (2.12922, -1.75570, -9.01639)  0.000
H (-0.17832, -1.80582, -7.14872)  0.000
H (0.14116, -2.60582, -8.70280)  0.000
H (1.77585, -2.57060, -9.49720)  0.000
H (2.94291, -1.21508, -9.27279)  0.000
O (-5.37528, 0.95851, -9.45013)  0.000
H (-5.50463, 0.41750, -10.22911)  0.000
H (-4.45950, 1.23295, -9.49790)  0.000
O (-7.92284, 2.32944, 3.10286)  0.000
H (-6.98665, 2.52886, 3.10013)  0.000
H (-8.25837, 2.76337, 3.88730)  0.000
O (0.56836, 4.83933, -6.10962)  0.000
H (-0.10772, 4.58579, -6.73801)  0.000
H (0.39121, 5.76184, -5.92568)  0.000
O (-8.60164, -0.57193, -4.12837)  0.000
H (-8.02345, -1.25823, -4.46143)  0.000
H (-8.00840, 0.11488, -3.82407)  0.000
O (5.88865, 0.56680, -2.21231)  0.001
H (6.05314, -0.05704, -1.50520)  0.000
H (6.62707, 0.45178, -2.81042)  0.000
O (-7.92760, 7.46455, 1.34935)  0.000
H (-8.41850, 7.98705, 0.71512)  0.000
H (-8.50315, 6.72615, 1.54872)  0.000



Entry 2:
ORCA calculation (ωB97M-V/def2-TZVPD) on C10H4ClF6NNiO6S3 as an isolated structure at a distorted geometry.

Output
- LUMO energy (alpha / beta): 2.59 / 1.77 eV
- Spin multiplicity: 2
- Highest occupied orbital energy (alpha / beta): -0.1754 / -0.1977 hartree
- Relative energy (zero: lowest compared OMol25 entry of this formula, charge and spin): 0.2433 eV
- DFT total energy: -126584.9864 eV
- Total charge: -1
- ⟨S²⟩: 0.8008
- Frontier orbital gap (alpha / beta): 7.37 / 7.15 eV

Last column: Löwdin spin population.
CARTESIAN COORDINATES (ANGSTROEM)
Ni (0.33043, 0.11308, -0.38292)  0.011
F (4.38933, -0.37125, 2.34643)  0.000
C (4.26394, 0.07200, 1.10200)  0.000
F (4.58778, 1.35861, 1.06139)  0.000
F (5.08795, -0.60848, 0.31572)  0.000
S (2.53555, -0.11508, 0.53122)  0.000
O (1.70308, 0.60340, 1.47872)  0.001
O (2.49560, 0.40705, -0.83149)  0.001
N (2.44125, -1.69720, 0.62842)  0.000
S (1.10598, -2.27859, -0.01375)  0.000
O (-0.10915, -1.94854, 0.70953)  0.001
O (1.03747, -2.19293, -1.45407)  -0.001
C (1.41004, -4.05153, 0.31216)  0.000
F (0.35858, -4.73853, -0.12233)  0.000
F (2.49429, -4.47043, -0.33203)  0.000
F (1.56945, -4.28276, 1.61166)  0.000
Cl (-3.68592, -0.92783, -5.72553)  -0.015
C (-3.27169, -0.41188, -4.10168)  0.022
C (-4.23152, 0.35755, -3.39126)  0.317
C (-3.92696, 0.77180, -2.08738)  -0.001
C (-2.73780, 0.47549, -1.49311)  0.233
C (-1.69073, -0.32981, -2.19683)  0.067
C (-2.08178, -0.75189, -3.57941)  0.197
C (-2.45333, 0.96737, -0.11056)  0.027
O (-3.34973, 1.50108, 0.53299)  0.047
O (-1.24621, 0.81802, 0.31914)  0.002
H (-5.17099, 0.61397, -3.85931)  0.020
H (-4.63692, 1.35443, -1.51330)  -0.006
H (-1.50594, -1.23804, -1.60012)  0.032
H (-1.37214, -1.34651, -4.13858)  0.009
S (0.59223, 0.75410, -3.33576)  0.002
C (-0.34728, 0.38843, -2.11122)  0.032



Entry 3:
ORCA calculation (ωB97M-V/def2-TZVPD) on a 2-piece molecular cluster, C10H4N5O8 overall at a distorted geometry.

Output
- LUMO energy: 0.09 eV
- Highest occupied orbital energy: -0.1767 hartree
- DFT total energy: -34255.8488 eV
- Total charge: -1
- Frontier orbital gap: 4.89 eV

Last column: Löwdin charge in e.
CARTESIAN COORDINATES (ANGSTROEM)
N (0.11689, -0.08569, 2.58497)  0.114
C (0.87440, -1.21630, 2.58885)  -0.603
O (0.74677, -2.16370, 1.83817)  -0.004
C (1.89152, -1.12291, 3.63258)  -0.017
C (1.72999, 0.05184, 4.22856)  -0.016
C (0.60685, 0.71378, 3.57163)  -0.598
O (0.19774, 1.81736, 3.87419)  0.007
H (2.63239, -1.87550, 3.85727)  0.096
H (2.30946, 0.46216, 5.04212)  0.097
O (0.29232, -2.37009, -3.98256)  0.084
N (-0.72199, -2.06369, -3.34884)  -0.322
O (-1.77060, -2.71467, -3.41068)  0.065
C (-0.68204, -0.89397, -2.49492)  -0.055
C (-1.58652, -0.73324, -1.47858)  0.122
C (-1.56399, 0.39930, -0.64211)  -0.102
N (-2.58094, 0.54803, 0.37839)  -0.318
O (-3.36584, -0.38533, 0.57221)  0.073
O (-2.63162, 1.60906, 1.00847)  0.083
C (-0.62138, 1.39034, -0.81216)  0.143
C (0.30320, 1.22513, -1.83194)  -0.083
N (1.39311, 1.93373, -2.30871)  -0.170
O (1.77014, 3.01301, -1.79942)  0.041
O (1.99154, 1.34122, -3.35466)  0.111
N (1.30968, 0.22998, -3.55544)  0.107
C (0.29626, 0.12046, -2.67296)  -0.141
H (-2.32349, -1.50312, -1.29551)  0.140
H (-0.61386, 2.27282, -0.18891)  0.148



Entry 4:
ORCA calculation (ωB97M-V/def2-TZVPD) on C10H5AuF8INO6S2 as an isolated structure.

Output
- LUMO energy (alpha / beta): -0.20 / -4.12 eV
- Spin multiplicity: 3
- Highest occupied orbital energy (alpha / beta): -0.3390 / -0.3641 hartree
- Relative energy (zero: lowest compared OMol25 entry of this formula, charge and spin): 0.0723 eV
- DFT total energy: -79424.6978 eV
- ⟨S²⟩: 2.0227
- Frontier orbital gap (alpha / beta): 9.02 / 5.78 eV

Last column: Löwdin spin population.
CARTESIAN COORDINATES (ANGSTROEM)
Au (-0.50557, 1.71276, 0.15516)  0.446
F (-0.29433, 1.74497, 5.00398)  0.000
C (0.05790, 0.51381, 4.64823)  0.004
F (-0.10253, -0.30305, 5.67772)  0.001
F (1.33887, 0.51854, 4.28608)  0.001
S (-1.01039, -0.01911, 3.23557)  0.009
O (-1.01514, 1.14777, 2.36314)  0.077
O (-2.24671, -0.42120, 3.81063)  0.006
N (-0.19298, -1.24352, 2.66937)  -0.001
S (0.40635, -1.42049, 1.24605)  0.002
O (0.49424, -2.79133, 0.87391)  -0.001
O (-0.14012, -0.52065, 0.22766)  0.003
C (2.15048, -0.84134, 1.38851)  0.000
F (2.80821, -1.15613, 0.27187)  0.000
F (2.75812, -1.39749, 2.42253)  0.000
F (2.17084, 0.48949, 1.52856)  0.000
F (-2.67346, 3.46686, 0.34493)  0.065
C (-1.33229, 3.60074, 0.22850)  0.201
F (-1.07594, 4.29233, -0.90095)  0.057
H (-0.94843, 4.14851, 1.09176)  0.025
I (-1.65750, -4.35576, -2.93590)  0.040
C (-0.79053, -2.47198, -2.93023)  0.089
C (-1.59876, -1.35209, -3.14277)  0.006
C (-1.03075, -0.09687, -3.15203)  0.063
C (0.33876, 0.01788, -2.89251)  0.116
C (1.16297, -1.10071, -2.75049)  0.068
C (0.58321, -2.35358, -2.73279)  -0.006
C (0.92477, 1.39684, -2.71296)  0.051
O (1.53325, 1.58056, -3.79726)  0.583
O (0.76777, 2.11093, -1.73354)  0.094
H (-2.66287, -1.46536, -3.29522)  -0.001
H (-1.63871, 0.78412, -3.31324)  0.003
H (2.22967, -0.98390, -2.61557)  0.002
H (1.19162, -3.23154, -2.56870)  -0.001



Entry 5:
ORCA calculation (ωB97M-V/def2-TZVPD) on C10H5EuNO5 as an isolated structure at a distorted geometry.

Output
- LUMO energy (alpha / beta): -15.64 / -13.24 eV
- Spin multiplicity: 7
- Highest occupied orbital energy (alpha / beta): -0.7676 / -0.7677 hartree
- Relative energy (zero: lowest compared OMol25 entry of this formula, charge and spin): 0.0116 eV
- DFT total energy: -41474.6156 eV
- Total charge: +3
- ⟨S²⟩: 12.0647
- Frontier orbital gap (alpha / beta): 5.24 / 7.65 eV

Last column: Löwdin spin population.
CARTESIAN COORDINATES (ANGSTROEM)
O (3.52114, 3.69724, -1.56229)  0.000
C (2.76293, 2.90131, -1.22585)  -0.015
Eu (1.00656, 1.05878, -0.44613)  6.155
O (-1.33391, 2.62396, -2.92720)  0.000
C (-0.54046, 2.21201, -2.21435)  -0.007
C (2.94672, 0.31255, 1.15138)  -0.007
O (3.69596, -0.13687, 1.87616)  0.000
C (0.32919, 2.87364, 1.32030)  -0.007
O (-0.07794, 3.56711, 2.12082)  0.000
C (2.06741, -0.34663, -2.37856)  -0.008
O (2.44949, -1.08202, -3.17615)  0.000
C (-2.30165, -2.41879, 1.02038)  0.001
C (-0.95834, -2.82253, 0.81462)  -0.005
C (-0.07993, -1.81755, 0.40823)  -0.009
N (-0.50765, -0.53279, 0.22572)  -0.080
C (-1.80794, -0.16527, 0.42917)  -0.009
C (-2.76695, -1.09263, 0.83714)  -0.005
H (-3.02227, -3.17659, 1.33982)  0.000
H (-0.56894, -3.87019, 0.95489)  -0.001
H (0.99096, -1.93465, 0.19967)  -0.002
H (-1.97489, 0.90202, 0.23708)  -0.002
H (-3.82950, -0.75212, 0.99515)  -0.001



Entry 6:
ORCA calculation (ωB97M-V/def2-TZVPD) on C10H5F6N2O4S7SbTc as an isolated structure.

Output
- LUMO energy (alpha / beta): -0.24 / -0.23 eV
- Highest occupied orbital energy (alpha / beta): -0.1949 / -0.1949 hartree
- Relative energy (zero: lowest compared OMol25 entry of this formula, charge and spin): 0.6760 eV
- DFT total energy: -122510.7357 eV
- Total charge: -1
- Frontier orbital gap (alpha / beta): 5.07 / 5.07 eV

Last column: Löwdin charge in e.
CARTESIAN COORDINATES (ANGSTROEM)
Tc (1.22139, -0.91106, 0.71286)  0.981
S (4.14693, 1.47182, 3.63107)  -0.210
Sb (3.83077, -0.63297, 2.94894)  -0.184
S (1.27847, -0.79011, 2.87342)  0.228
S (3.72789, -0.92205, 0.61545)  -0.078
S (4.40174, -2.44691, 4.11497)  -0.219
F (-0.37282, -0.71362, -3.99220)  0.152
C (-0.20153, 0.38726, -3.26737)  -0.674
F (-0.35580, 1.45083, -4.05005)  0.148
F (-1.13214, 0.41924, -2.31135)  0.136
S (1.48973, 0.38420, -2.52349)  0.613
O (1.39557, -0.67678, -1.52493)  -0.429
O (2.36789, 0.18732, -3.62101)  -0.225
N (1.65447, 1.80538, -1.90151)  -0.269
S (1.10159, 2.21050, -0.49446)  0.641
O (1.44818, 1.25732, 0.56352)  -0.485
O (-0.23732, 2.71597, -0.48675)  -0.257
C (2.21893, 3.62132, -0.10713)  -0.693
F (2.04635, 4.57939, -1.01692)  0.146
F (3.47681, 3.23856, -0.09984)  0.174
F (1.87494, 4.09026, 1.08564)  0.156
S (1.24429, -5.57011, -0.05844)  0.572
C (1.25956, -3.99261, 0.20103)  -0.907
N (1.24649, -2.83332, 0.39299)  -0.154
C (-0.49013, -0.82198, 0.69216)  -0.207
C (-1.91516, -0.74739, 0.68283)  -0.263
C (-2.55057, 0.49383, 0.57564)  -0.018
C (-3.93374, 0.53935, 0.58881)  -0.062
C (-4.66690, -0.63503, 0.70604)  -0.071
C (-4.03174, -1.86684, 0.80891)  -0.069
C (-2.64994, -1.93148, 0.79734)  -0.014
H (-1.95811, 1.39270, 0.47066)  0.100
H (-4.44156, 1.49073, 0.50431)  0.108
H (-5.74873, -0.59134, 0.71584)  0.104
H (-4.61413, -2.77393, 0.89772)  0.106
H (-2.13167, -2.87845, 0.87526)  0.124



Entry 7:
ORCA calculation (ωB97M-V/def2-TZVPD) on C10H6BeISbSe4 as an isolated structure.

Output
- LUMO energy: 4.04 eV
- Highest occupied orbital energy: -0.0176 hartree
- DFT total energy: -286897.5617 eV
- Total charge: -2
- Frontier orbital gap: 4.52 eV

Last column: Löwdin charge in e.
CARTESIAN COORDINATES (ANGSTROEM)
Be (1.27177, -1.16776, 1.50186)  -0.576
I (-0.64210, -2.96066, 1.18158)  1.000
C (-1.49005, -1.40496, 0.01472)  -0.584
C (-2.80870, -1.49536, -0.33011)  -0.183
C (-3.36158, -0.51210, -1.17479)  -0.119
C (-2.56765, 0.48852, -1.66221)  -0.065
C (-1.20041, 0.57895, -1.31030)  -0.183
C (-0.36293, 1.58773, -1.83527)  -0.076
C (0.95697, 1.63362, -1.47652)  -0.092
C (1.48796, 0.71442, -0.55024)  -0.124
C (0.72972, -0.27992, 0.03050)  -0.251
C (-0.62771, -0.36860, -0.40595)  -0.252
H (-3.41912, -2.31569, 0.02369)  0.076
H (-4.41228, -0.56676, -1.43586)  0.086
H (-2.97860, 1.23457, -2.33601)  0.098
H (-0.78550, 2.31152, -2.52598)  0.092
H (1.60432, 2.39719, -1.89558)  0.092
H (2.52874, 0.81748, -0.26199)  0.084
Se (6.10839, 0.57753, 2.92794)  -0.535
Sb (4.02129, -0.54130, 3.56540)  0.000
Se (0.43916, -0.04439, 3.26869)  -0.112
Se (3.24311, -2.05422, 1.55680)  -0.126
Se (2.26520, 1.37020, 3.12965)  -0.248



Entry 8:
ORCA calculation (ωB97M-V/def2-TZVPD) on one molecule with the formula C10H6Cl2N2S2 at a distorted geometry.

Output
- LUMO energy: -0.49 eV
- Highest occupied orbital energy: -0.3366 hartree
- Relative energy (zero: lowest compared OMol25 entry of this formula, charge and spin): 0.0000 eV
- DFT total energy: -60162.7409 eV
- Frontier orbital gap: 8.67 eV
- SMILES: Clc1ncccc1SSc1cccnc1Cl

Last column: Löwdin charge in e.
CARTESIAN COORDINATES (ANGSTROEM)
Cl (0.70626, -0.53286, 4.44848)  0.683
Cl (2.82426, -0.02137, -1.23354)  0.660
N (0.31098, -2.67995, 3.00446)  0.046
N (0.98598, 0.87986, -2.97412)  0.060
S (-0.49168, 1.12665, 2.01390)  0.585
S (1.24864, 1.70155, 0.99462)  0.603
C (-0.09859, -3.36037, 1.90644)  -0.114
C (-0.03539, 1.67951, -3.29933)  -0.134
C (0.17964, -1.35476, 3.02779)  -0.743
C (1.38066, 0.85911, -1.67768)  -0.711
C (-0.60481, -2.70805, 0.77683)  -0.063
C (-0.72475, 2.52504, -2.40218)  -0.051
C (-0.81539, -1.32965, 0.81570)  -0.093
C (-0.26389, 2.55279, -1.09110)  -0.106
C (-0.41152, -0.62444, 1.94848)  -0.629
C (0.74776, 1.65460, -0.68553)  -0.641
H (-0.04432, -4.45198, 1.99549)  0.112
H (-0.37399, 1.75706, -4.31561)  0.099
H (-0.94932, -3.26826, -0.10570)  0.111
H (-1.54531, 3.15146, -2.72294)  0.103
H (-1.29923, -0.78616, -0.02694)  0.125
H (-0.72598, 3.23021, -0.39752)  0.100